# 1
Molecular formula: C4H3NO2
Method: DFT, wB97M-V/def2-TZVPD

```
10
Properties=species:S:1:pos:R:3:lowdin_charge:R:1
O -2.37909 0.97653 -1.06256 0.078
C -1.69887 -0.01559 -0.99643 -0.203
C -0.39195 -0.09200 -0.26382 -0.256
N 0.26214 -1.20685 -0.41472 0.137
O 1.46878 -1.05351 0.23226 -0.005
C 1.50587 0.19978 0.69273 -0.168
C 0.35285 0.92418 0.49070 -0.014
H -1.98059 -0.96177 -1.50103 0.126
H 2.41582 0.52912 1.17897 0.140
H 0.44505 0.70011 1.64389 0.166
```

Results
SMILES string: O=Cc1ccon1
Kohn-Sham gap (hartree): 0.3622
M (g/mol): 97.07
Charge: 0
F_max (eV/A): 2.11

# 2
Molecular formula: C2H10BrN4
Method: DFT, wB97M-V/def2-TZVPD

```
17
Properties=species:S:1:pos:R:3:lowdin_charge:R:1
C 0.18478 0.46064 1.55974 -0.136
C -1.61446 -0.46998 -0.49819 -0.370
N -1.73960 -1.78953 -0.57323 0.122
N -1.58204 0.03201 -1.80879 -0.465
N 0.19558 -0.11477 0.24798 -0.160
N 0.77994 0.76440 -0.79161 0.048
Br -1.67822 1.83896 -2.21873 0.831
H 0.16315 1.56514 1.56899 0.091
H -0.73416 0.11037 2.05666 0.082
H 1.04421 -0.03611 2.06250 0.097
H -2.20086 0.06649 0.28203 0.151
H -1.16836 -2.25631 -1.21272 0.100
H -1.72461 -2.24830 0.30334 0.112
H -2.09372 -0.61022 -2.38310 0.082
H 0.73464 0.07045 -1.56789 0.152
H 1.75862 1.06785 -0.48657 0.188
H 0.34042 1.74200 -0.99126 0.073
```

Results
Kohn-Sham gap (hartree): 0.3364
M (g/mol): 170.03
Charge: +1
F_max (eV/A): 3.38